Below is a 10-piece molecular cluster, C25H35Br10F5O15 overall at a distorted geometry, with properties calculated with ωB97M-V/def2-TZVPD.

The charge is 0. Its total energy is -28341.7602 Ha. Its HOMO energy is -10.23 eV. The largest force on an atom is 3.25 eV/A. The HOMO-LUMO gap is 10.40 eV. The value obtained for the LUMO energy is 0.17 eV.

Last column: Löwdin charge in e.
Positions of all 90 atoms, in Å:
Br1 0.1991 1.2423 4.6860  0.747
C1 1.8381 1.2471 5.5358  -0.828
C2 2.8508 1.8849 4.6912  -0.727
Br2 4.5685 1.6260 5.5342  0.633
H1 2.0748 0.1960 5.6794  0.011
H2 1.7359 1.7296 6.4844  0.056
H3 2.7137 2.9714 4.4758  0.087
H4 3.0114 1.3388 3.7640  0.040
Br3 3.7840 2.9501 -4.0833  0.699
C3 3.7041 2.4019 -2.2255  -0.669
C4 5.1043 2.6317 -1.5541  -0.717
Br4 5.4175 4.4526 -1.1268  0.656
H5 3.3407 1.3540 -2.0988  0.053
H6 2.9729 3.0508 -1.7870  0.026
H7 5.9101 2.3802 -2.2395  0.038
H8 5.2213 2.0865 -0.6374  0.044
Br5 -1.3565 -3.5602 -0.7806  0.705
C5 -1.8026 -2.7284 -2.5041  -0.647
C6 -3.2829 -2.4451 -2.7036  -0.669
Br6 -3.5061 -1.4617 -4.3565  0.666
H9 -1.3631 -3.4846 -3.1609  0.050
H10 -1.2669 -1.7898 -2.5868  0.035
H11 -3.7529 -1.8652 -1.9157  0.032
H12 -3.9150 -3.3139 -2.8428  0.055
Br7 -0.8845 -4.8936 4.0916  0.536
C7 0.5511 -3.4824 3.8195  -0.670
C8 1.6661 -3.7440 4.7909  -0.702
Br8 3.0059 -2.4643 4.3205  0.689
H13 -0.0044 -2.5580 3.9246  0.036
H14 0.9330 -3.5375 2.7872  0.030
H15 2.1445 -4.7098 4.7748  0.054
H16 1.4384 -3.4802 5.8220  0.057
Br9 -1.7788 3.7410 -2.0787  0.767
C9 -3.6258 3.4080 -2.1662  -0.775
C10 -3.8892 2.1216 -2.8422  -0.730
Br10 -5.7961 2.0200 -3.1760  0.650
H17 -4.1283 4.1853 -2.7278  0.048
H18 -3.9923 3.5364 -1.1552  0.038
H19 -3.6441 1.2311 -2.2535  0.033
H20 -3.3670 2.0620 -3.7657  0.040
C11 -3.1499 3.7299 2.0739  -0.065
C12 -3.8972 4.4458 3.1066  -0.337
O1 -2.9552 5.0868 3.9421  0.134
C13 -1.6785 4.6484 3.5759  -0.513
O2 -0.6890 4.9614 4.0888  0.197
O3 -1.7620 3.7263 2.5238  0.043
F1 -4.6921 3.6463 3.8732  0.062
H21 -3.2275 4.2056 1.1062  0.123
H22 -3.4964 2.7211 1.9321  0.111
H23 -4.6107 5.1212 2.6053  0.172
C14 3.5186 -3.9488 -0.5599  -0.034
C15 3.2956 -2.5559 -1.1093  -0.359
O4 2.1957 -2.7828 -1.9369  0.094
C16 2.3702 -4.0383 -2.5196  -0.498
O5 1.9590 -4.4748 -3.5562  0.169
O6 3.0721 -4.7963 -1.6315  0.080
F2 4.3408 -2.1718 -1.8108  0.104
H24 2.8464 -4.0556 0.2641  0.127
H25 4.5303 -4.1928 -0.2525  0.148
H26 3.2777 -1.8304 -0.3205  0.162
C17 2.1803 -0.6814 -5.8481  -0.059
C18 2.6136 -1.1376 -4.5013  -0.279
O7 1.9062 -0.3119 -3.5966  0.113
C19 1.2029 0.6053 -4.2723  -0.577
O8 0.3671 1.2637 -3.7403  0.141
O9 1.4979 0.5452 -5.6098  0.071
F3 3.9700 -0.9269 -4.2720  0.037
H27 1.5393 -1.5106 -6.2362  0.153
H28 2.9143 -0.5883 -6.6566  0.153
H29 2.4834 -2.1811 -4.3834  0.128
C20 -3.4166 -1.6177 2.4715  -0.032
C21 -4.1885 -2.2543 1.2949  -0.288
O10 -4.1685 -1.2341 0.2858  0.090
C22 -3.7567 -0.0360 0.8461  -0.496
O11 -3.7868 1.0845 0.3662  0.125
O12 -3.3494 -0.2596 2.0878  0.071
F4 -5.4860 -2.5550 1.5972  0.058
H30 -2.4115 -2.0790 2.4962  0.130
H31 -4.0130 -1.7123 3.4074  0.159
H32 -3.7597 -3.2039 0.9347  0.127
C23 -0.4482 0.8555 -0.4977  -0.057
C24 1.0242 1.1326 -0.3710  -0.309
O13 1.5178 -0.0054 0.3654  0.116
C25 0.4768 -0.7576 0.8469  -0.574
O14 0.5543 -1.7537 1.4432  0.127
O15 -0.6844 -0.2239 0.4318  0.058
F5 1.2793 2.1877 0.3898  0.104
H33 -0.6252 0.6486 -1.5573  0.115
H34 -1.0541 1.7016 -0.2178  0.085
H35 1.5443 1.2301 -1.3125  0.116

Atomic forces in eV per Å
-2.18 0.11 -1.10
0.67 -0.92 0.90
1.14 0.92 -1.28
0.59 0.21 0.41
0.24 0.08 0.20
-0.04 0.27 0.57
-0.01 -0.95 0.33
-0.47 0.20 -0.14
-0.14 -0.33 0.01
1.15 -0.35 0.74
-0.89 -0.59 -1.15
-0.02 0.89 0.20
0.69 0.70 -0.56
-0.32 0.35 0.33
-0.16 -0.31 0.03
-0.16 -0.37 0.35
-0.28 0.29 0.07
-0.02 -0.35 -0.04
-0.20 -0.49 0.09
0.09 0.23 -0.16
-0.45 0.51 -0.35
0.30 -0.03 0.19
0.39 0.21 0.04
0.28 -0.37 0.08
0.69 0.63 -0.29
-0.52 -1.34 -0.51
-0.38 0.77 0.71
0.99 0.68 -0.22
0.36 0.13 0.31
-0.54 -0.27 0.52
-0.24 -0.32 -0.34
-0.35 -0.27 -0.09
1.34 0.42 -0.04
-1.06 0.89 0.33
-0.45 -1.21 0.83
-0.17 -0.16 -0.14
0.33 0.36 -0.26
-0.21 -0.64 0.14
-0.01 0.37 0.01
0.21 0.00 -0.88
1.81 -1.11 -0.58
-1.37 1.45 0.45
0.49 -0.55 -1.20
-2.11 -1.65 -1.56
1.59 0.75 0.97
-1.12 1.28 0.92
0.14 -0.52 0.35
0.24 0.40 -0.19
-0.01 -0.45 0.18
0.44 0.40 0.68
-0.28 -0.15 -0.21
0.16 -1.83 1.68
-0.35 0.44 -1.35
0.18 -1.37 0.97
0.05 1.44 0.97
0.17 0.52 -0.48
1.94 0.69 -2.05
-0.43 -0.34 0.72
0.09 0.05 -0.29
-1.62 0.54 0.34
-0.66 -0.76 -1.39
2.10 1.08 0.41
0.55 -1.35 -0.08
-0.72 -0.17 -0.98
0.34 0.53 -0.33
-0.57 0.03 0.73
-0.45 0.19 -0.16
-0.39 1.00 0.24
0.33 0.41 0.76
-0.57 -0.86 0.70
-0.75 -0.90 -0.54
0.36 -0.21 -0.20
0.21 0.46 0.45
-0.41 0.89 -0.13
0.01 -2.56 0.07
0.42 0.67 0.66
-0.07 0.45 0.12
-0.41 0.46 0.35
0.73 0.02 -0.59
0.05 0.71 -0.20
0.06 -0.01 -0.05
0.02 -1.45 0.70
-0.11 -0.26 -0.34
-0.36 2.32 -2.24
0.62 -1.74 1.45
-0.35 0.28 -0.64
0.33 1.49 0.67
-0.46 -0.70 0.29
-0.09 0.21 0.22
0.09 -0.15 -0.10

***

Below is C25H35BrN2PRuSSe as an isolated structure, with properties calculated with ωB97M-V/def2-TZVPD.

The charge is 0. Its total energy is -6893.0764 Ha. As for the expectation value of S²: 0.764. Its HOMO energy (alpha / beta) is -6.31 / -6.07 eV. The largest force on an atom is 0.84 eV/A. The HOMO-LUMO gap (alpha / beta) is 6.26 / 5.88 eV. The value obtained for the LUMO energy (alpha / beta) is -0.06 / -0.19 eV. Its multiplicity is 2.

Last column: Löwdin charge in e.
Positions of all 67 atoms, in Å:
Ru1 0.6550 -1.1352 0.1978  0.284
C1 6.2550 -1.0638 -0.0922  -0.042
C2 5.0793 -1.3781 0.7747  -0.242
C3 5.2097 -2.0542 1.9903  -0.008
C4 4.0862 -2.3384 2.7472  -0.090
C5 2.8583 -1.9441 2.2442  -0.741
Br1 1.2968 -2.2572 3.2666  0.775
N1 2.7028 -1.3195 1.0863  -0.095
C6 3.8015 -1.0333 0.3736  -0.098
H1 7.1282 -0.8084 0.5071  0.081
H2 6.0372 -0.2311 -0.7578  0.082
H3 6.5142 -1.9234 -0.7117  0.091
H4 6.1856 -2.3533 2.3459  0.120
H5 4.1465 -2.8475 3.6960  0.103
H6 3.6197 -0.5279 -0.5678  0.066
C7 1.4783 1.3110 2.6161  -0.046
C8 1.1732 1.9179 1.2832  -0.322
C9 0.9751 3.3127 1.1902  -0.015
C10 0.7085 3.8755 -0.0258  0.005
C11 0.7161 3.0673 -1.1882  -0.166
C12 0.5198 3.5980 -2.4836  -0.047
C13 0.6138 2.7706 -3.5714  -0.082
C14 0.9009 1.4112 -3.4118  -0.119
C15 1.0754 0.8485 -2.1637  -0.599
S1 1.4524 -0.8348 -1.9541  0.623
C16 0.9573 1.6906 -1.0208  -0.250
N2 1.1087 1.1297 0.2229  0.031
H7 1.3093 2.0247 3.4197  0.082
H8 2.5245 0.9961 2.6486  0.084
H9 0.8722 0.4232 2.7868  -0.003
H10 1.0214 3.9085 2.0895  0.111
H11 0.5225 4.9367 -0.1212  0.118
H12 0.3111 4.6532 -2.5924  0.107
H13 0.4696 3.1633 -4.5677  0.104
H14 0.9812 0.7750 -4.2835  0.105
Se1 0.4741 -3.4300 -0.0589  0.072
C17 -2.4936 -2.6660 1.6614  -0.157
C18 -2.8610 -1.9828 0.3426  -0.518
C19 -4.3173 -1.5239 0.4387  -0.107
P1 -1.6423 -0.6993 -0.2317  0.966
C20 -2.0490 -0.4830 -2.0332  -0.512
C21 -3.4667 -0.1300 -2.4840  -0.111
C22 -1.6479 -1.7550 -2.7926  -0.161
C23 -2.0636 0.8951 0.6387  -0.508
C24 -3.2826 1.7145 0.2220  -0.102
C25 -2.0675 0.6710 2.1510  -0.117
H15 -3.1396 -3.5320 1.8033  0.082
H16 -2.6584 -1.9985 2.5060  0.061
H17 -1.4608 -3.0073 1.6775  -0.047
H18 -2.7735 -2.7328 -0.4566  0.098
H19 -4.4614 -0.8841 1.3081  0.065
H20 -4.9543 -2.3978 0.5793  0.083
H21 -4.6760 -0.9895 -0.4341  0.044
H22 -1.3833 0.3385 -2.3259  0.083
H23 -4.1458 -0.9635 -2.3138  0.065
H24 -3.4473 0.0380 -3.5625  0.084
H25 -3.8867 0.7575 -2.0202  0.046
H26 -2.4619 -2.4816 -2.7537  0.074
H27 -0.7468 -2.2246 -2.4002  -0.034
H28 -1.4785 -1.5141 -3.8421  0.082
H29 -1.1935 1.5139 0.3984  0.064
H30 -4.2158 1.1610 0.2911  0.062
H31 -3.1792 2.0997 -0.7908  0.065
H32 -3.3625 2.5772 0.8873  0.081
H33 -3.0169 0.2537 2.4809  0.066
H34 -1.9303 1.6214 2.6680  0.083
H35 -1.2777 -0.0087 2.4733  0.043

Atomic forces in eV per Å
0.26 0.79 0.15
0.16 0.02 -0.07
-0.06 -0.14 0.35
-0.21 0.11 -0.17
0.05 0.10 -0.13
-0.04 0.11 0.00
0.04 -0.01 0.04
-0.08 -0.39 -0.28
-0.10 0.01 0.13
0.02 0.01 -0.01
0.00 0.02 -0.03
0.02 -0.01 -0.02
0.09 -0.01 0.02
0.00 -0.02 0.03
-0.02 -0.03 -0.01
-0.02 -0.08 -0.01
0.05 -0.21 -0.15
-0.05 0.14 -0.37
0.08 -0.22 0.14
-0.01 0.24 0.04
0.02 -0.05 -0.05
-0.04 0.27 0.14
0.07 -0.18 0.03
0.06 -0.03 -0.03
-0.23 0.01 0.18
0.05 -0.04 0.06
-0.19 -0.08 0.31
-0.02 0.01 0.02
-0.03 0.02 0.01
0.02 0.05 -0.01
-0.02 0.05 0.03
-0.03 0.07 0.00
-0.01 0.05 -0.02
-0.01 0.05 -0.06
0.01 -0.04 -0.01
-0.05 -0.37 -0.17
0.08 0.05 0.00
0.06 -0.01 -0.01
-0.02 0.01 -0.04
0.25 -0.17 -0.17
0.04 -0.04 0.02
-0.08 0.09 0.01
0.12 -0.05 0.07
0.13 0.06 -0.15
0.02 0.05 -0.03
0.06 -0.01 0.00
-0.05 -0.09 0.02
-0.02 0.05 0.06
-0.03 -0.01 -0.01
0.01 0.05 0.10
-0.02 0.03 0.05
-0.05 -0.06 0.01
-0.01 0.01 0.01
-0.02 -0.12 0.00
-0.02 -0.02 -0.05
0.01 0.02 -0.05
-0.01 -0.05 -0.03
-0.03 -0.04 0.02
-0.08 0.03 -0.06
0.02 0.00 -0.07
-0.12 -0.08 0.06
-0.04 -0.02 0.00
0.01 0.03 0.03
0.00 0.04 0.03
-0.07 -0.03 0.03
0.02 0.07 0.04
0.04 -0.01 0.00